[1]
Below is a structure of composition C29H24I2N3RuSi, with properties calculated with ωB97M-V/def2-TZVPD.

HOMO energy (spin up / spin down): -16.209 / -16.201 eV
gap between HOMO and LUMO (spin up / spin down): 6.665 / 3.212 eV

```
! RIJCOSX wB97M-V def2-TZVPD def2/J DEFGRID3
* xyz 3 5
Ru 1.558 1.721 0.484
I 4.531 1.727 0.751
C 4.429 3.748 0.119
I 2.382 4.233 -0.244
H 4.989 3.875 -0.800
H 4.790 4.391 0.913
C -3.164 -1.530 3.359
C -2.386 -1.999 2.335
C -1.671 -1.084 1.485
C -1.705 0.312 1.667
C -2.502 0.765 2.696
C -3.230 -0.148 3.547
Si -0.880 1.502 0.452
C -0.727 3.210 1.095
C -0.998 4.296 0.233
C -0.870 5.592 0.691
C -0.436 5.830 1.998
C -0.138 4.775 2.853
C -0.280 3.471 2.407
C -1.302 1.144 -1.292
C -0.289 1.249 -2.258
C -0.572 1.085 -3.603
C -1.880 0.824 -4.001
C -2.894 0.715 -3.058
C -2.609 0.872 -1.709
H -3.719 -2.194 4.006
H -2.303 -3.060 2.131
H -1.115 -1.509 0.656
H -2.625 1.824 2.894
H -3.835 0.264 4.347
H -1.348 4.110 -0.777
H -1.116 6.426 0.045
H -0.337 6.849 2.350
H 0.193 4.974 3.863
H -0.057 2.652 3.084
H 0.749 1.433 -1.969
H 0.214 1.168 -4.341
H -2.110 0.708 -5.052
H -3.909 0.515 -3.375
H -3.416 0.795 -0.989
N 1.506 -8.006 -3.935
C 1.510 -7.072 -3.268
C 1.511 -5.904 -2.433
C 0.857 -4.749 -2.858
C 0.851 -3.624 -2.053
C 1.508 -3.659 -0.832
C 2.165 -4.800 -0.398
C 2.162 -5.927 -1.203
N 1.511 -2.483 0.005
C 1.689 -2.447 1.369
C 1.645 -1.140 1.738
N 1.444 -0.373 0.607
C 1.368 -1.218 -0.418
H 0.348 -4.741 -3.811
H 0.309 -2.747 -2.384
H 2.706 -4.828 0.537
H 2.673 -6.824 -0.882
H 1.825 -3.337 1.957
H 1.766 -0.711 2.718
H 1.236 -0.938 -1.449
*
```

=====

[2]
Below is a cluster of 9 separate species, C45H74N2O18P in total, with properties calculated with ωB97M-V/def2-TZVPD.

HOMO energy: -9.436 eV
gap between HOMO and LUMO: 6.769 eV

```
! RIJCOSX wB97M-V def2-TZVPD def2/J DEFGRID3
* xyz 1 1
C -11.398 2.929 -25.843
C -10.017 3.254 -26.587
N -10.124 2.753 -27.989
C -9.059 2.388 -28.761
C -9.536 2.117 -30.023
N -10.852 2.540 -30.117
C -11.146 2.944 -28.879
C -11.724 2.530 -31.238
H -11.615 1.864 -25.756
H -12.301 3.447 -26.164
H -11.289 3.105 -24.773
H -9.223 2.661 -26.134
H -9.714 4.288 -26.423
H -8.079 2.241 -28.332
H -8.950 1.760 -30.858
H -12.048 3.393 -28.490
H -11.309 1.978 -32.082
H -11.726 3.585 -31.513
H -12.693 2.088 -31.005
C -11.400 -1.977 -20.823
C -12.756 -2.075 -20.973
C -13.609 -2.052 -19.928
C -13.086 -1.903 -18.625
C -11.705 -1.928 -18.394
C -10.865 -1.889 -19.513
O -9.470 -1.878 -19.320
O -14.970 -2.145 -20.115
H -10.744 -1.912 -21.678
H -13.146 -2.242 -21.966
H -13.748 -1.814 -17.776
H -11.382 -1.733 -17.382
H -8.978 -1.889 -20.144
H -15.093 -2.930 -20.653
C -10.319 -2.860 -29.210
C -9.671 -3.529 -30.222
C -10.306 -3.773 -31.431
C -11.616 -3.427 -31.591
C -12.350 -2.984 -30.469
C -11.701 -2.609 -29.331
O -12.282 -2.004 -28.279
O -9.664 -4.341 -32.497
H -9.825 -2.508 -28.317
H -8.608 -3.721 -30.217
H -12.101 -3.746 -32.502
H -13.416 -2.860 -30.595
H -13.162 -1.679 -28.482
H -10.105 -4.272 -33.347
C -6.008 2.429 -39.439
C -7.106 1.882 -38.816
C -6.911 1.483 -37.472
C -5.726 1.597 -36.749
C -4.686 2.253 -37.389
C -4.835 2.680 -38.678
O -3.900 3.551 -39.127
O -8.103 0.979 -36.909
H -6.032 2.849 -40.433
H -8.028 1.774 -39.369
H -5.809 1.336 -35.705
H -3.785 2.466 -36.832
H -4.139 3.908 -39.986
H -8.690 0.610 -37.572
C -16.267 1.016 -36.253
C -16.712 1.870 -35.254
C -17.697 1.434 -34.324
C -18.259 0.131 -34.497
C -17.694 -0.669 -35.422
C -16.763 -0.283 -36.310
O -16.269 -1.019 -37.385
O -18.163 2.293 -33.380
H -15.540 1.434 -36.934
H -16.229 2.821 -35.085
H -19.057 -0.327 -33.932
H -18.168 -1.640 -35.442
H -15.352 -0.779 -37.536
H -18.952 1.831 -33.086
C -3.419 -0.180 -19.402
O -4.496 0.730 -19.701
P -4.109 2.207 -20.215
O -2.722 2.660 -20.080
O -4.820 2.324 -21.685
C -4.857 3.540 -22.388
O -5.191 3.100 -19.341
C -6.629 2.837 -19.325
H -2.514 0.115 -19.932
H -3.683 -1.153 -19.815
H -3.385 -0.293 -18.318
H -4.085 4.245 -22.081
H -5.849 3.981 -22.294
H -4.636 3.379 -23.443
H -7.081 3.782 -19.625
H -7.008 2.499 -18.360
H -6.804 2.161 -20.162
C -9.253 8.829 -41.200
O -10.211 8.285 -40.314
C -11.387 9.069 -40.424
C -12.664 8.403 -39.839
O -12.693 8.176 -38.423
C -11.531 7.558 -37.758
H -9.035 9.886 -41.047
H -9.635 8.673 -42.209
H -8.353 8.227 -41.071
H -11.610 9.219 -41.480
H -11.330 9.984 -39.833
H -12.841 7.532 -40.468
H -13.478 9.108 -40.009
H -11.461 6.476 -37.868
H -11.585 7.628 -36.671
H -10.644 8.167 -37.936
C -4.584 5.491 -28.967
O -3.909 4.191 -29.120
C -3.089 4.068 -30.277
C -2.417 2.707 -30.236
O -3.561 1.772 -30.241
C -3.124 0.495 -30.496
H -3.902 6.341 -28.953
H -5.139 5.560 -28.032
H -5.184 5.709 -29.851
H -2.391 4.891 -30.434
H -3.699 4.155 -31.176
H -1.709 2.544 -29.423
H -1.771 2.698 -31.113
H -3.983 -0.112 -30.781
H -2.524 0.067 -29.693
H -2.570 0.448 -31.434
C -10.984 8.686 -29.731
O -11.957 7.549 -29.540
C -13.214 7.990 -28.983
C -13.181 8.712 -27.579
O -12.709 7.856 -26.563
C -12.564 8.367 -25.275
H -10.324 8.867 -28.882
H -11.543 9.568 -30.046
H -10.301 8.339 -30.505
H -13.689 7.013 -28.890
H -13.796 8.558 -29.708
H -14.206 8.929 -27.277
H -12.677 9.676 -27.514
H -13.504 8.665 -24.810
H -11.852 9.184 -25.153
H -12.141 7.619 -24.604
*
```

=====

[3]
Below is a structure of composition C31H43N3PYb, with properties calculated with ωB97M-V/def2-TZVPD.

HOMO energy (spin up / spin down): -13.103 / -13.105 eV
relative energy (zero: lowest compared OMol25 entry of this formula, charge and spin): 47.8 kJ/mol
gap between HOMO and LUMO (spin up / spin down): 7.214 / 6.257 eV

```
! RIJCOSX wB97M-V def2-TZVPD def2/J DEFGRID3
* xyz 2 2
Yb -0.272 -0.551 -0.112
C -2.173 -3.021 1.496
C -1.682 -1.935 2.470
C -1.152 -2.573 3.754
C -2.768 -0.909 2.748
C -3.552 -0.940 3.890
C -4.493 0.051 4.116
C -4.560 1.143 3.273
C -3.786 1.225 2.120
C -3.771 2.552 1.380
C -4.786 2.681 0.234
C -2.370 2.964 0.915
C -2.971 0.123 1.817
N -2.325 0.017 0.563
C -3.086 0.126 -0.509
C -2.510 0.304 -1.775
C -3.107 0.703 -2.985
C -2.078 1.050 -3.838
C -0.874 0.844 -3.149
N -1.115 0.374 -1.908
C 0.531 1.082 -3.641
C 0.986 -0.167 -4.410
C 0.575 2.307 -4.563
C 1.478 1.313 -2.447
H -1.447 -3.832 1.438
H -2.367 -2.627 0.485
H -3.106 -3.444 1.865
H -0.799 -1.387 1.998
H -1.841 -3.328 4.122
H -1.019 -1.815 4.521
H -0.191 -3.051 3.581
H -3.441 -1.733 4.609
H -5.143 -0.010 4.974
H -5.219 1.960 3.517
H -4.079 3.279 2.140
H -4.363 2.351 -0.711
H -5.067 3.725 0.119
H -5.687 2.115 0.444
H -2.036 2.413 0.031
H -1.651 2.808 1.720
H -2.378 4.020 0.653
H -4.167 0.157 -0.400
H -4.160 0.754 -3.180
H -2.170 1.438 -4.831
H 0.314 -0.373 -5.239
H 0.991 -1.031 -3.744
H 1.985 -0.022 -4.815
H 0.002 2.128 -5.468
H 1.600 2.518 -4.858
H 0.171 3.181 -4.057
H 1.613 0.382 -1.857
H 1.097 2.118 -1.812
H 2.455 1.615 -2.820
C 3.405 1.911 2.016
C 2.313 1.182 1.512
N 1.433 0.577 1.077
H 3.547 1.713 3.081
H 3.242 2.985 1.888
H 4.313 1.631 1.476
C 0.831 -4.628 0.073
P 0.730 -3.044 -0.854
C 0.745 -3.719 -2.559
C 2.437 -2.383 -0.604
C 2.892 -2.286 0.716
C 4.185 -1.870 0.985
C 5.030 -1.513 -0.056
C 4.564 -1.545 -1.361
C 3.277 -1.977 -1.639
H 0.971 -4.476 1.141
H 1.674 -5.204 -0.307
H -0.084 -5.198 -0.084
H 1.751 -4.072 -2.797
H 0.416 -2.996 -3.301
H 0.062 -4.566 -2.600
H 2.251 -2.587 1.539
H 4.540 -1.858 2.006
H 6.050 -1.228 0.146
H 5.215 -1.266 -2.175
H 2.952 -2.023 -2.667
*
```

=====

For each record above, in turn, the calculated F_max values are 0.272, 4.094, 2.104 eV/Å.